1.
Entry from the OMol25 dataset: a molecular structure, C18H30BrMgNO5SSi at a distorted geometry (wB97M-V/def2-TZVPD).

Cartesian coordinates (Å):
Mg -1.7694 -0.8255 0.3889
Br -4.3105 -0.1887 -2.7431
C -4.8919 -1.1681 -1.2358
C -6.1989 -1.6431 -1.2496
C -6.6493 -2.3542 -0.1519
C -5.7762 -2.5652 0.9020
C -4.4871 -2.0581 0.8123
N -4.0516 -1.3652 -0.2361
C -3.4980 -2.3029 1.9451
O -3.9031 -2.8352 2.9588
O -2.3111 -1.9228 1.7121
H -6.8349 -1.4531 -2.0987
H -7.6607 -2.7330 -0.1270
H -6.0580 -3.1103 1.7891
C 2.3822 -0.2771 2.0145
C 0.8672 -0.2869 2.2330
C 0.4640 -1.5434 3.0029
C 0.4468 0.9639 3.0064
O 0.1566 -0.3024 0.9899
Si 0.5721 0.5664 -0.3745
S -1.1382 0.2967 -1.5425
O 0.7954 2.0621 0.1745
C 1.3792 3.2010 -0.4246
C 1.1418 3.2045 -1.9293
C 2.8756 3.1607 -0.1101
C 0.7200 4.4183 0.2276
O 1.9522 0.0428 -1.0464
C 2.2322 -1.0919 -1.8565
C 1.4859 -2.3228 -1.3446
C 3.7430 -1.3261 -1.7697
C 1.8379 -0.7656 -3.2958
H 2.8875 -0.2285 2.9765
H 2.6752 0.5871 1.4267
H 2.7103 -1.1763 1.4956
H 1.0646 -1.6364 3.9035
H 0.6098 -2.4268 2.3812
H -0.5879 -1.4960 3.2750
H 0.8599 0.9446 4.0104
H -0.6429 1.0064 3.0681
H 0.8012 1.8519 2.4902
H 1.5855 2.3173 -2.3695
H 1.5868 4.0878 -2.3763
H 0.0763 3.1914 -2.1426
H 3.3044 2.2607 -0.5429
H 3.0197 3.1352 0.9679
H 3.3864 4.0289 -0.5121
H -0.3364 4.4550 -0.0245
H 1.1995 5.3282 -0.1191
H 0.8126 4.3587 1.3087
H 1.6964 -2.4701 -0.2870
H 1.8031 -3.2073 -1.8883
H 0.4083 -2.2019 -1.4742
H 4.0435 -1.5118 -0.7417
H 4.2795 -0.4531 -2.1325
H 4.0139 -2.1840 -2.3771
H 0.7697 -0.5751 -3.3584
H 2.0939 -1.5875 -3.9564
H 2.3661 0.1273 -3.6218

Calculated values
E_LUMO = 0.05 eV
total charge = 0
Kohn-Sham gap = 8.793 eV

2.
Entry from the OMol25 dataset: a molecular structure, C13H26BClFKLiN4O6 at a distorted geometry (wB97M-V/def2-TZVPD).

Cartesian coordinates (Å):
C 3.1867 -1.6773 1.6554
C 1.9560 -1.1643 1.4869
C 1.5197 -0.6441 0.1543
C 1.2049 0.8440 0.2615
C 2.3067 1.6337 0.9385
C 3.6745 1.4772 0.3086
C 3.8168 1.6504 -1.1395
O 4.2741 2.6378 -0.2214
N -0.0106 0.9665 1.0513
C -1.1412 0.5335 0.2887
C -1.0425 -0.9079 -0.1746
N 0.3349 -1.4184 -0.4685
B 0.5100 -2.9564 0.0022
N 1.3682 -3.8206 -0.7631
O -0.2290 -3.1807 1.0836
H 3.6127 -2.4115 0.9733
H 3.7806 -1.4033 2.5165
H 1.1584 -1.1027 2.3244
H 2.3648 -0.7547 -0.5281
H 1.0167 1.2519 -0.7488
H 2.0862 2.6941 0.8046
H 2.3771 1.3352 1.9793
H 4.3179 0.7408 0.7676
H 4.6323 1.1411 -1.6325
H 2.9677 1.9831 -1.7208
H -0.1232 1.9409 1.3034
H -2.0457 0.6057 0.8910
H -1.2583 1.2069 -0.6049
H -1.6061 -0.9791 -1.1019
H -1.5189 -1.5595 0.5414
H 0.4644 -1.4091 -1.4782
H 2.3573 -3.6250 -0.6567
H 1.1772 -3.7943 -1.7587
H 0.1378 -3.3269 1.9715
C -2.9348 2.6960 -5.0561
C -3.9588 1.7832 -4.3856
C -3.4494 1.2003 -3.0534
C -2.2398 0.4176 -3.2697
N -1.2871 -0.1946 -3.4466
H -2.0230 2.1552 -5.3102
H -3.3371 3.1085 -5.9782
H -2.6552 3.5468 -4.4215
H -4.2139 0.9640 -5.0551
H -4.8790 2.3422 -4.2035
H -4.2110 0.5636 -2.5970
H -3.2240 2.0017 -2.3649
F -0.3194 -1.5884 2.9426
O -0.5631 -3.1019 6.0473
Cl -1.2449 -1.9242 6.4351
O -2.3543 -1.6191 5.5994
O -0.2675 -0.7904 6.3439
O -1.6412 -1.9685 7.8186
Li -0.1106 0.7252 7.1383
K -2.7140 3.1758 -1.4894

Calculated values
E_LUMO = -4.41 eV
total charge = +1
Kohn-Sham gap = 5.295 eV

no.,M (g mol⁻¹),HOMO energy (eV)
1,504.8,-8.746
2,445.7,-9.710